14
Properties=species:S:1:pos:R:3 method="wB97M-V/def2-TZVPD" mol_weight_g_mol=97.12 orbital_gap_ev=10.78 smiles="[H]/N=C(/N)C#N.C=C" e_above_lowest_kcal_mol=29.6
C 1.3360 1.8280 0.5238
C 0.1320 2.2182 0.1134
N -0.6580 -0.7929 1.0940
C -0.5985 -1.3697 -0.0440
N -0.2108 -0.7317 -1.1825
C -0.9516 -2.7810 -0.2296
N -1.2087 -3.9063 -0.3061
H 0.2577 0.1589 -1.0586
H 1.4347 1.0190 1.2446
H 2.2497 2.2986 0.1680
H -0.0018 3.0220 -0.6066
H -0.7601 1.7245 0.4928
H -0.9903 -1.4299 1.8119
H -0.0302 -1.2577 -2.0210